# C14H26CdS3SbSe2Si2

A structure of composition C14H26CdS3SbSe2Si2 (ωB97M-V/def2-TZVPD, the OMol25 dataset).

XYZ file:
```
49
Properties=species:S:1:pos:R:3:lowdin_spin:R:1
Cd 8.693 7.953 11.393 0.1508
S 12.157 10.768 10.033 0.0014
Sb 11.438 8.591 9.695 -0.0013
S 11.151 7.928 12.039 0.0312
S 9.124 8.797 8.928 0.0264
C 5.317 9.231 12.391 0.0543
Si 6.952 8.679 13.153 0.2157
C 8.024 10.241 13.807 0.0701
C 6.349 7.897 14.738 0.0014
C 5.644 8.441 15.759 0.0014
C 5.057 7.580 16.666 0.0034
C 5.252 6.173 16.584 0.0001
C 6.099 5.601 15.608 0.0044
C 6.621 6.467 14.656 0.0072
Si 7.528 6.156 13.038 0.2352
C 6.537 5.325 11.672 0.0531
C 9.036 5.206 13.658 0.0729
H 4.558 8.551 12.803 0.0023
H 5.272 9.148 11.301 0.0042
H 4.948 10.214 12.725 0.0079
H 7.921 10.040 14.959 0.0095
H 7.665 11.234 13.481 0.0032
H 9.094 10.113 13.662 0.0026
H 5.517 9.506 15.870 0.0007
H 4.445 7.943 17.435 0.0004
H 4.773 5.512 17.318 0.0000
H 6.268 4.494 15.638 0.0007
H 7.279 4.776 11.078 0.0033
H 6.104 6.027 10.990 0.0026
H 5.732 4.627 12.080 0.0144
H 9.315 4.454 13.016 0.0018
H 8.808 4.709 14.634 0.0117
H 9.983 5.788 13.721 0.0041
C 4.874 10.692 5.904 0.0000
Se 6.589 10.333 6.863 0.0002
C 7.519 9.155 5.600 0.0002
C 6.662 7.981 5.188 0.0000
Se 6.810 6.227 6.204 0.0007
C 8.711 6.075 6.628 0.0006
H 4.554 11.641 6.363 0.0000
H 4.115 9.896 6.025 0.0000
H 4.994 10.861 4.795 0.0000
H 8.517 8.874 6.001 0.0002
H 7.635 9.907 4.790 0.0000
H 6.649 7.748 4.081 0.0000
H 5.616 8.184 5.398 0.0000
H 9.328 6.491 5.844 0.0000
H 8.985 5.017 6.838 0.0001
H 8.832 6.660 7.624 0.0008
```

Computed properties:
E_LUMO (alpha / beta): 3.86 / 3.86 eV
Expectation value of S²: 0.75
2S+1: 2
Net charge: -2
Energy relative to the best compared isomer or geometry (same formula, charge and spin): 0.109 eV


# C14H26ClO19

A cluster of 8 separate species, C14H26ClO19 in total (ωB97M-V/def2-TZVPD, the OMol25 dataset).

XYZ file:
```
60
Properties=species:S:1:pos:R:3:mulliken_charge:R:1
Cl 0.382 -0.017 1.293 1.8613
O 1.316 0.293 0.224 -0.6675
O -0.584 1.037 1.294 -0.7364
O -0.261 -1.281 0.998 -0.6348
O 1.049 -0.049 2.551 -0.8106
C -0.103 0.169 -2.832 -0.2844
C -1.109 1.384 -2.555 0.7292
O -1.975 1.305 -3.683 -0.3671
C -1.255 0.702 -4.714 0.5687
O -1.488 0.834 -5.862 -0.5299
O -0.101 0.247 -4.235 -0.3778
H -0.468 -0.840 -2.639 0.3143
H 0.928 0.242 -2.485 0.1620
H -0.542 2.309 -2.659 -0.0796
H -1.485 1.280 -1.537 -0.2201
C -1.358 -5.439 1.692 -0.1725
C -2.388 -4.572 1.054 0.1081
O -2.536 -5.224 -0.109 -0.3703
C -1.596 -6.243 -0.291 0.6433
O -1.400 -6.910 -1.284 -0.5806
O -0.882 -6.387 0.769 -0.3125
H -1.889 -5.896 2.527 0.2512
H -0.548 -4.825 2.086 0.1319
H -1.922 -3.594 0.934 0.0734
H -3.351 -4.585 1.565 0.2697
C -4.128 1.736 -0.400 0.2457
C -4.108 3.214 -0.798 -0.2504
O -4.607 3.849 0.263 -0.3204
C -5.549 3.011 0.695 0.5500
O -6.523 3.367 1.376 -0.5832
O -5.261 1.709 0.402 -0.3247
H -3.180 1.409 0.026 -0.1375
H -4.237 1.216 -1.352 0.3266
H -4.588 3.484 -1.738 0.2679
H -3.085 3.514 -1.027 0.2464
C 2.150 3.304 -1.775 -0.2201
C 3.088 4.502 -2.205 -0.2475
O 3.082 4.237 -3.574 -0.3718
C 2.777 2.922 -3.893 0.7312
O 3.002 2.299 -4.958 -0.5907
O 2.520 2.329 -2.756 -0.2430
H 1.091 3.525 -1.645 0.1561
H 2.355 2.844 -0.808 0.2776
H 4.097 4.401 -1.805 0.2536
H 2.598 5.472 -2.113 0.2863
O 1.138 -3.021 2.952 -0.5866
H 1.983 -3.237 2.559 0.2899
H 1.180 -2.077 3.107 0.3127
O -2.780 -1.454 2.605 -0.6400
H -2.690 -1.013 1.761 0.3056
H -1.917 -1.834 2.771 0.3136
C 5.509 -0.841 4.014 -1.2087
C 5.013 0.002 2.962 -0.0318
O 3.907 -0.691 2.375 -0.4439
H 4.739 -1.318 4.620 0.2946
H 6.204 -0.261 4.621 0.3624
H 6.112 -1.665 3.631 0.2834
H 5.802 0.351 2.297 0.2450
H 4.644 0.831 3.565 0.2353
H 3.227 -0.054 2.144 0.2478
```

Computed properties:
E_LUMO: 2.11 eV
Net charge: -1
Energy relative to the best compared isomer or geometry (same formula, charge and spin): 0.120 eV


# C14H26HgNOP

A structure of composition C14H26HgNOP (ωB97M-V/def2-TZVPD, the OMol25 dataset).

XYZ file:
```
44
Properties=species:S:1:pos:R:3:mulliken_charge:R:1
C 2.731 -0.039 -2.607 -0.6660
C 1.366 0.114 -2.826 -0.7459
C 0.504 0.450 -1.765 1.3738
C 1.048 0.714 -0.505 -0.8433
C 2.398 0.439 -0.265 1.4129
C 3.252 0.108 -1.323 -0.9099
C -0.969 0.536 -2.059 -0.6726
C -1.514 -0.702 -2.816 -1.1376
N -1.501 -1.927 -2.068 0.2499
Hg -0.100 1.754 1.013 0.1011
C 2.962 0.472 1.136 -1.1611
P 1.588 0.177 2.324 0.3497
H 0.941 -0.025 -3.827 0.4061
H 4.311 -0.044 -1.112 0.3976
H 3.390 -0.279 -3.440 0.3771
H 3.394 1.455 1.385 0.3989
H 3.729 -0.301 1.297 0.4800
H -1.558 0.677 -1.144 0.2460
H -1.166 1.404 -2.706 0.3525
H -2.572 -0.508 -3.064 0.4615
C 2.331 0.327 3.971 -1.1253
C 1.235 -1.592 2.067 -0.6003
H -0.945 -0.870 -3.744 0.3637
C -0.371 -2.802 -2.072 -0.7481
C -2.545 -2.196 -1.124 -0.9640
H -1.302 2.841 1.723 0.2261
H -0.722 -3.847 -2.096 0.3554
H 0.253 -2.592 -2.952 0.2905
H 0.253 -2.682 -1.165 0.0113
H -2.867 -3.248 -1.214 0.3476
H -2.215 -2.042 -0.078 0.2424
H -3.394 -1.528 -1.329 0.2980
H 2.131 -2.191 2.287 0.3728
H 0.419 -1.876 2.747 0.3716
H 0.912 -1.781 1.034 -0.1876
H 3.263 -0.254 4.038 0.3591
H 2.536 1.387 4.177 0.3235
H 1.607 -0.047 4.709 0.3673
H -2.209 2.968 1.732 -0.2955
C -4.134 3.539 2.374 -0.5715
O -3.276 2.885 1.474 -0.5633
H -4.920 2.826 2.654 0.1951
H -4.622 4.381 1.860 0.2198
H -3.657 3.919 3.298 0.2409
```

Computed properties:
E_LUMO: 0.32 eV
Net charge: 0
Energy relative to the best compared isomer or geometry (same formula, charge and spin): 0.165 eV


# C14H27B2Cl2FN2O12P2

A cluster of 2 separate species, C14H27B2Cl2FN2O12P2 in total (ωB97M-V/def2-TZVPD, the OMol25 dataset).

XYZ file:
```
62
Properties=species:S:1:pos:R:3:mulliken_charge:R:1
C 2.291 3.018 0.691 -0.9080
C 1.106 3.430 0.152 -0.3858
C 0.723 3.053 -1.245 -0.8667
C 0.224 1.562 -1.263 0.8155
O -1.096 1.631 -0.731 -0.4682
C -2.043 0.551 -0.705 1.9753
C -3.097 1.186 0.236 -1.5567
B -3.434 2.667 -0.222 0.7500
O -4.395 3.003 -1.179 -0.4981
O -2.766 3.708 0.395 -0.5379
C -2.669 0.445 -2.121 -1.4913
C -4.105 0.086 -2.346 -0.1386
O -5.090 0.282 -1.726 -0.4437
F -4.238 -0.497 -3.569 -0.3322
C -1.458 -0.804 -0.139 1.6244
C -1.302 -0.682 1.396 -2.0610
C -0.714 -1.803 2.240 0.3609
O -1.232 -2.826 2.553 -0.5017
Cl 0.870 -1.328 2.852 -0.0693
N -0.292 -1.282 -0.889 -0.1752
C 1.059 -1.174 -0.284 -1.0329
P 1.771 -2.853 -0.182 0.6655
O 0.765 -3.856 0.191 -0.6665
O 3.062 -2.821 0.693 -0.4444
O 2.281 -3.140 -1.696 -0.5663
P -2.586 -2.354 -0.272 -0.0680
O -4.103 -1.832 0.055 -0.5539
Cl -2.675 -2.801 -2.308 -0.3005
B 0.535 1.087 -2.741 0.0052
N 1.842 0.512 -3.022 -0.4020
O -0.336 1.241 -3.814 -0.5966
H 3.215 3.307 0.200 0.2818
H 2.336 2.430 1.603 0.3479
H 0.411 4.027 0.736 0.3038
H -0.110 3.645 -1.633 0.3445
H 1.587 3.121 -1.916 0.4296
H 0.910 1.106 -0.564 -0.2415
H -3.967 0.551 0.362 0.0762
H -2.667 1.350 1.222 0.5348
H -5.211 3.265 -0.744 0.2547
H -2.422 4.295 -0.287 0.2669
H -2.064 -0.226 -2.722 0.7372
H -2.519 1.414 -2.593 0.8883
H -2.258 -0.465 1.866 0.8014
H -0.682 0.197 1.564 0.5235
H -0.384 -2.261 -1.139 0.4413
H 1.140 -0.618 0.639 0.5052
H 1.736 -0.673 -0.978 0.4365
H 3.346 -1.944 1.007 0.3296
H 1.505 -3.029 -2.259 0.3577
H -4.311 -2.096 0.959 0.3575
H 1.816 -0.063 -3.854 0.1253
H 2.578 1.200 -3.088 0.1847
H -0.703 2.129 -3.855 0.3077
O 4.024 -0.662 3.764 -0.9261
C 4.377 -1.972 3.644 0.3598
C 5.079 -2.556 4.970 -0.5667
O 5.453 -3.843 4.881 -0.9321
H 5.105 -2.212 2.826 0.1073
H 3.537 -2.680 3.440 -0.0509
H 4.335 -2.321 5.780 0.1355
H 5.909 -1.823 5.168 0.1473
```

Computed properties:
E_LUMO: 2.97 eV
Net charge: -2


# C14H27BrFO5

A cluster of 3 separate species, C14H27BrFO5 in total (ωB97M-V/def2-TZVPD, the OMol25 dataset).

XYZ file:
```
48
Properties=species:S:1:pos:R:3:mulliken_charge:R:1
C -1.080 -2.742 -3.242 -1.4891
C -0.278 -1.453 -3.033 0.1574
C -0.154 -0.335 -4.097 -0.4759
Br -0.991 -1.234 -5.985 -0.5925
C -0.627 0.940 -3.809 -0.2216
O -1.825 0.936 -2.979 -0.4873
C 0.371 1.932 -3.286 -0.8962
C 1.047 1.608 -1.960 -0.2086
F 0.136 1.650 -0.886 -0.2795
H -2.128 -2.511 -3.481 0.3304
H -0.701 -3.321 -4.097 0.3955
H -1.052 -3.368 -2.336 0.2736
H 0.761 -1.720 -2.763 0.3233
H -0.722 -0.911 -2.176 0.3096
H 0.879 -0.265 -4.464 0.4610
H -2.561 0.998 -3.591 0.3374
H 1.208 1.959 -4.019 0.3379
H -0.024 2.966 -3.230 0.3394
H 1.424 0.571 -1.988 0.0902
H 1.860 2.302 -1.704 0.4010
O 0.375 5.815 2.530 -0.5873
C 0.170 4.632 2.577 0.4649
O 0.080 4.070 3.814 -0.3671
C -0.417 2.736 4.017 -0.5515
C 0.620 1.656 3.815 -0.6083
C 0.094 3.766 1.350 -0.6108
H -1.285 2.562 3.383 0.4135
H -0.768 2.756 5.049 0.3272
H 0.991 1.616 2.790 0.1437
H 0.170 0.684 4.024 0.2093
H 1.462 1.798 4.493 0.3231
H 1.117 3.588 1.012 0.2339
H -0.411 4.316 0.562 0.4247
H -0.365 2.794 1.475 0.2016
O 1.106 -0.340 1.183 -0.5063
C 0.572 -1.410 1.242 0.5130
O 0.344 -1.927 2.483 -0.3780
C -0.394 -3.139 2.675 -0.4324
C 0.463 -4.373 2.488 -0.9715
C 0.179 -2.194 0.016 0.1338
H -1.273 -3.160 2.030 0.3727
H -0.746 -3.066 3.703 0.3692
H 0.824 -4.455 1.462 0.2715
H -0.121 -5.267 2.714 0.3511
H 1.320 -4.339 3.160 0.3061
H 1.067 -2.727 -0.332 0.2909
H -0.099 -1.476 -0.750 -0.7171
H -0.616 -2.916 0.160 0.2738
```

Computed properties:
E_LUMO: 2.41 eV
Net charge: -1


# C14H27Cl12MgO2

A structure of composition C14H27Cl12MgO2 (ωB97M-V/def2-TZVPD, the OMol25 dataset).

XYZ file:
```
56
Properties=species:S:1:pos:R:3:mulliken_charge:R:1
Mg -2.075 2.592 -1.875 0.6820
C 0.943 0.519 -0.786 0.7167
C -0.241 1.322 -1.241 1.1201
O -0.125 2.499 -1.709 -1.1381
O -1.443 0.890 -1.164 -0.5149
H 1.404 0.127 -1.696 0.2839
H 0.674 -0.317 -0.149 -0.3575
H 1.638 1.202 -0.302 -0.2354
Cl -3.111 2.743 3.076 -0.0987
C -4.355 1.708 2.333 -0.5750
C -3.935 1.223 0.965 -0.0035
Cl -3.692 2.630 -0.127 -0.1893
H -5.289 2.262 2.292 0.4370
H -4.497 0.803 2.924 0.3212
H -4.658 0.530 0.541 0.4546
H -2.970 0.719 1.026 -0.0886
Cl 5.511 -3.135 -0.266 -0.1916
C 3.746 -3.319 -0.055 -0.5654
C 3.086 -1.954 0.037 0.1005
Cl 3.212 -1.010 -1.479 -0.1541
H 3.579 -3.867 0.868 0.3698
H 3.364 -3.898 -0.890 0.3227
H 3.574 -1.348 0.797 0.3431
H 2.029 -2.009 0.283 -0.1659
Cl 0.333 -3.961 -0.159 -0.1886
C -0.285 -3.107 -1.640 -0.1503
C -1.608 -2.436 -1.337 0.3528
Cl -2.894 -3.609 -1.060 -0.2008
H -0.374 -3.877 -2.400 0.4706
H 0.482 -2.411 -1.962 -0.1328
H -1.905 -1.826 -2.192 0.1053
H -1.521 -1.722 -0.520 -0.1559
Cl 3.001 1.451 0.979 -0.1793
C 2.550 1.295 2.690 -0.1205
C 1.768 2.512 3.161 -0.3133
Cl 0.172 2.538 2.351 -0.0843
H 3.479 1.189 3.248 0.4256
H 1.973 0.383 2.828 0.0914
H 2.258 3.449 2.910 0.6576
H 1.624 2.511 4.240 0.2889
Cl 0.404 1.646 5.988 -0.2273
C 0.230 1.561 4.228 0.6931
C -0.548 0.326 3.831 -1.0447
Cl -0.425 0.081 2.073 0.0233
H 1.215 1.631 3.773 -1.0398
H -0.328 2.452 3.947 0.0960
H -1.585 0.469 4.123 0.3672
H -0.159 -0.564 4.319 0.3877
Cl -2.561 -0.637 -5.760 -0.1670
C -1.103 0.339 -6.121 -0.3901
C 0.181 -0.405 -5.789 -0.6326
Cl 0.302 -0.710 -4.036 -0.0382
H -1.130 1.250 -5.530 0.2087
H -1.155 0.526 -7.189 0.3641
H 1.046 0.139 -6.160 0.3307
H 0.190 -1.397 -6.236 0.3291
```

Computed properties:
E_LUMO: -5.25 eV
Net charge: +1
Energy relative to the best compared isomer or geometry (same formula, charge and spin): 9.342 eV


| no. | molecular weight (Da) | DFT total energy (eV) |
| --- | --- | --- |
| 1 | 738.83 | -204995.3516 |
| 2 | 533.80 | -66357.6618 |
| 3 | 455.93 | -31937.7164 |
| 4 | 588.85 | -90199.2798 |
| 5 | 374.27 | -97952.8851 |
| 6 | 677.11 | -174752.4748 |